BF4H60O30 | wB97M-V/def2-TZVPD

Bonds (Å) are listed after each position.
Cartesian coordinates (Å):
1 B -0.793 -0.358 0.487  F2 1.342, F3 1.316, F4 1.379, F5 1.402
2 F -2.056 0.056 0.302  B1 1.342
3 F -0.693 -1.549 1.038  B1 1.316
4 F -0.177 -0.390 -0.745  B1 1.379
5 F -0.100 0.561 1.287  B1 1.402
6 O 0.627 -2.771 -4.592  H7 0.957, H8 0.957
7 H 0.236 -2.945 -3.736  O6 0.957
8 H 0.477 -3.573 -5.092  O6 0.957
9 O -1.350 2.911 -1.660  H10 0.957, H11 0.957
10 H -2.036 3.143 -1.034  O9 0.957
11 H -0.532 3.065 -1.188  O9 0.957
12 O 1.651 -2.404 2.472  H13 0.957, H14 0.957
13 H 1.602 -1.875 1.676  O12 0.957
14 H 0.794 -2.293 2.886  O12 0.957
15 O 3.337 -1.891 -1.610  H16 0.957, H17 0.957
16 H 3.790 -2.565 -2.117  O15 0.957
17 H 3.971 -1.626 -0.944  O15 0.957
18 O 0.184 3.393 -4.433  H19 0.957, H20 0.957
19 H 0.029 3.362 -3.489  O18 0.957
20 H 0.270 2.476 -4.692  O18 0.957
21 O -3.608 -5.321 2.058  H22 0.957, H23 0.957
22 H -3.049 -5.870 1.508  O21 0.957
23 H -4.197 -4.885 1.441  O21 0.957
24 O -0.638 0.855 4.622  H25 0.957, H26 0.957
25 H -1.292 1.410 5.045  O24 0.957
26 H -0.368 1.349 3.847  O24 0.957
27 O 1.331 -0.813 5.483  H28 0.957, H29 0.957
28 H 0.583 -0.231 5.349  O27 0.957
29 H 1.644 -1.009 4.600  O27 0.957
30 O 2.632 5.352 2.533  H31 0.957, H32 0.957
31 H 1.999 4.691 2.253  O30 0.957
32 H 3.486 4.950 2.374  O30 0.957
33 O 1.999 0.228 -1.935  H34 0.957, H35 0.957
34 H 2.398 -0.639 -1.860  O33 0.957
35 H 1.206 0.174 -1.401  O33 0.957
36 O 1.295 2.974 -0.611  H37 0.957, H38 0.957
37 H 1.600 3.005 0.295  O36 0.957
38 H 1.843 2.307 -1.026  O36 0.957
39 O 4.130 0.162 2.281  H40 0.957, H41 0.957
40 H 3.314 0.400 2.721  O39 0.957
41 H 4.412 -0.642 2.717  O39 0.957
42 O -6.868 -1.864 -1.250  H43 0.957, H44 0.957
43 H -7.056 -2.495 -0.555  O42 0.957
44 H -6.005 -1.513 -1.028  O42 0.957
45 O -4.318 4.129 -2.580  H46 0.957, H47 0.957
46 H -5.127 4.017 -2.081  O45 0.957
47 H -3.734 3.448 -2.246  O45 0.957
48 O 0.329 -6.060 -0.708  H49 0.957, H50 0.957
49 H 0.768 -5.338 -0.257  O48 0.957
50 H 1.008 -6.444 -1.264  O48 0.957
51 O 2.006 -4.037 0.187  H52 0.957, H53 0.957
52 H 2.410 -3.273 -0.224  O51 0.957
53 H 2.648 -4.331 0.833  O51 0.957
54 O -4.458 -0.873 -0.290  H55 0.957, H56 0.957
55 H -4.104 -0.532 0.531  O54 0.957
56 H -3.896 -0.497 -0.968  O54 0.957
57 O 5.166 0.675 -2.545  H58 0.957, H59 0.957
58 H 4.329 0.220 -2.456  O57 0.957
59 H 5.719 0.296 -1.862  O57 0.957
60 O 4.292 -2.587 3.142  H61 0.957, H62 0.957
61 H 3.390 -2.705 2.845  O60 0.957
62 H 4.649 -3.474 3.184  O60 0.957
63 O 4.793 3.053 1.872  H64 0.957, H65 0.957
64 H 4.358 2.201 1.835  O63 0.957
65 H 5.037 3.157 2.792  O63 0.957
66 O 2.284 1.385 -5.119  H67 0.957, H68 0.957
67 H 1.804 0.559 -5.064  O66 0.957
68 H 3.147 1.186 -4.758  O66 0.957
69 O -1.873 3.097 1.092  H70 0.957, H71 0.957
70 H -1.655 2.188 0.887  O69 0.957
71 H -2.781 3.064 1.391  O69 0.957
72 O -1.855 0.255 -2.531  H73 0.957, H74 0.957
73 H -1.326 -0.323 -1.980  O72 0.957
74 H -1.746 1.123 -2.142  O72 0.957
75 O -0.291 -0.021 -4.691  H76 0.957, H77 0.957
76 H -0.374 -0.900 -5.060  O75 0.957
77 H -0.877 -0.021 -3.935  O75 0.957
78 O 0.194 3.937 2.615  H79 0.957, H80 0.957
79 H -0.164 4.218 3.458  O78 0.957
80 H -0.568 3.875 2.040  O78 0.957
81 O -0.625 -3.294 -1.945  H82 0.957, H83 0.957
82 H -1.533 -3.315 -1.642  O81 0.957
83 H -0.107 -3.482 -1.163  O81 0.957
84 O -4.632 0.666 -3.209  H85 0.957, H86 0.957
85 H -4.900 0.718 -4.127  O84 0.957
86 H -3.754 0.288 -3.236  O84 0.957
87 O -1.137 -2.279 3.566  H88 0.957, H89 0.957
88 H -0.910 -1.761 2.794  O87 0.957
89 H -1.920 -1.854 3.918  O87 0.957
90 O 1.924 1.795 2.544  H91 0.957, H92 0.957
91 H 1.521 2.626 2.798  O90 0.957
92 H 1.265 1.366 1.999  O90 0.957
93 O -4.543 2.430 2.327  H94 0.957, H95 0.957
94 H -4.581 2.163 3.246  O93 0.957
95 H -5.272 1.968 1.913  O93 0.957

## Properties
**ΔE to the lowest compared entry with this formula, charge and spin**: 2.5 kcal/mol
**HOMO energy**: -7.43 eV
**Orbital gap**: 8.642 eV
**Total charge**: -1
**E**: -2717.901044 Ha
**LUMO energy**: 1.21 eV
**Multiplicity**: 1

Here are the Löwdin charges for atoms 1 to 2, given in e: -1.426, 0.205